[1]
{
  "formula": "C19H16N4O7Pd",
  "method": "ωB97M-V/def2-TZVPD",
  "max_force_ha_per_bohr": 0.0206,
  "e_homo_ev": -14.61,
  "de_lowest_ev": 0.0000,
  "charge": 2,
  "homo_lumo_gap_ev": 3.51,
  "species": ["Pd", "O", "C", "O", "C", "C", "N", "N", "C", "C", "O", "O", "H", "H", "H", "C", "C", "O", "C", "C", "C", "C", "C", "C", "O", "H", "H", "H", "H", "H", "H", "H", "N", "C", "O", "C", "C", "C", "N", "C", "C", "H", "H", "H", "H", "H", "H"],
  "coordinates": [[0.6330, 0.3211, -0.9974], [3.4024, -0.3371, -6.0451], [2.7758, -1.4483, -5.7019], [2.7914, -2.4520, -6.3539], [2.0025, -1.4350, -4.4141], [1.2874, -2.5231, -3.9475], [0.7166, -2.1794, -2.7820], [1.0315, -0.9113, -2.4720], [1.8027, -0.4500, -3.4491], [2.2185, 0.9718, -3.2643], [2.9128, 1.5441, -4.0708], [1.7481, 1.4970, -2.1650], [3.2891, 0.3983, -5.4027], [1.1604, -3.4994, -4.3873], [0.1151, -2.7336, -2.1954], [1.4083, 5.1865, 0.9043], [0.8215, 3.8132, 0.8983], [1.0740, 2.9871, 0.0647], [-0.1488, 3.4222, 1.9946], [-0.5015, 4.2755, 2.9826], [-1.4170, 3.8819, 3.9999], [-2.0217, 2.6069, 4.0700], [-1.7149, 1.7049, 3.1143], [-0.7566, 2.0377, 2.0014], [-0.5462, 1.1666, 1.1839], [2.0718, 5.2764, 0.0490], [1.9713, 5.3652, 1.8235], [0.6241, 5.9445, 0.8382], [-0.0952, 5.2773, 3.0205], [-1.6623, 4.6114, 4.7665], [-2.7102, 2.3803, 4.8727], [-2.1371, 0.7070, 3.0905], [-1.9645, -5.2183, 2.7144], [-2.5713, -4.3760, 1.8572], [-3.7407, -4.4367, 1.5550], [-1.7216, -3.2774, 1.2287], [-0.3673, -3.0648, 1.4491], [0.2688, -2.0250, 0.7938], [-0.3800, -1.2197, -0.0555], [-1.6918, -1.4127, -0.2693], [-2.3873, -2.4277, 0.3505], [-2.5248, -5.9484, 3.1258], [-0.9970, -5.1657, 2.9704], [0.2212, -3.6826, 2.1128], [1.3247, -1.8330, 0.9350], [-2.1740, -0.7335, -0.9606], [-3.4414, -2.5858, 0.1662]],
  "mulliken_charge": [1.3327, -0.4815, 0.4033, -0.5298, 0.5819, -0.1440, -0.0701, -0.3313, -0.8310, 0.9615, -0.7198, -0.5488, 0.4237, 0.5675, 0.0283, -1.5283, 0.6228, -0.2342, 0.7737, -0.5476, -0.2238, -0.8083, -0.2397, 0.0554, -0.1026, 0.3234, 0.4495, 0.4566, 0.4898, 0.4428, 0.4698, 0.5459, -0.2845, 0.1609, -0.5701, 0.9490, -0.6259, -0.8977, 0.3932, -0.6885, -0.5903, 0.2567, 0.1387, 0.3571, 0.6069, 0.6347, 0.5721]
}



[2]
{
  "formula": "C19H17BrF3N3O3",
  "method": "ωB97M-V/def2-TZVPD",
  "max_force_ha_per_bohr": 0.0080,
  "e_homo_ev": -9.49,
  "de_lowest_ev": 0.1517,
  "smiles": "O=C(c1ccc(Br)c(C(F)(F)F)c1)N1CCC2(CC1)CCN2C(=O)c1cnoc1",
  "homo_lumo_gap_ev": 9.68,
  "species": ["O", "C", "C", "C", "C", "C", "Br", "C", "C", "F", "F", "F", "C", "N", "C", "C", "C", "C", "C", "C", "C", "N", "C", "O", "C", "C", "N", "O", "C", "H", "H", "H", "H", "H", "H", "H", "H", "H", "H", "H", "H", "H", "H", "H", "H", "H"],
  "coordinates": [[-0.5528, -0.5679, -1.0074], [0.1471, 0.2554, -0.4388], [1.6020, -0.0401, -0.2209], [2.2919, -0.7141, -1.2145], [3.6196, -1.0595, -1.0328], [4.2586, -0.7520, 0.1556], [6.0727, -1.2602, 0.3244], [3.5695, -0.1027, 1.1756], [4.2172, 0.2302, 2.4948], [3.3588, 0.8518, 3.3213], [4.6524, -0.8630, 3.1381], [5.2707, 1.0494, 2.3457], [2.2456, 0.2489, 0.9733], [-0.3415, 1.4357, 0.0401], [0.4263, 2.6801, 0.0194], [0.2989, 3.3356, -1.3522], [-1.1423, 3.5273, -1.8158], [-1.9900, 2.2882, -1.5495], [-1.7623, 1.6929, -0.1670], [-1.2489, 4.0428, -3.2788], [-1.8818, 5.3488, -2.7581], [-1.7674, 4.8113, -1.3929], [-2.0739, 5.3443, -0.1996], [-1.8389, 4.8016, 0.8708], [-2.7301, 6.6854, -0.2774], [-4.0336, 7.0211, -0.7353], [-4.2636, 8.2973, -0.6566], [-3.1151, 8.8514, -0.1358], [-2.2239, 7.8847, 0.0838], [1.7825, -0.9791, -2.1313], [4.1619, -1.5776, -1.8110], [1.7005, 0.7337, 1.7708], [0.0140, 3.3330, 0.7871], [1.4694, 2.5097, 0.2694], [0.8195, 4.2981, -1.3637], [0.8005, 2.6974, -2.0896], [-3.0469, 2.5302, -1.6953], [-1.7316, 1.5299, -2.2949], [-2.3169, 0.7680, -0.0366], [-2.0799, 2.3915, 0.6064], [-0.2838, 4.1687, -3.7631], [-1.9059, 3.4373, -3.8976], [-1.2782, 6.2425, -2.9036], [-2.9127, 5.5128, -3.0647], [-4.7991, 6.3549, -1.1024], [-1.2832, 8.1918, 0.5073]],
  "mulliken_charge": [-0.6526, 0.2919, 0.4990, -1.0251, -0.6209, -0.0890, -0.1550, 0.3484, 0.5596, -0.2895, -0.2272, -0.2273, -0.1157, 0.1315, -0.9088, -1.2357, 0.8679, -1.0258, -1.2506, -1.0243, -0.7128, 0.3248, 0.8182, -0.6105, 0.0108, -0.3570, -0.4537, -0.1889, -0.4184, 0.4989, 0.4397, 0.7013, 0.4021, 0.5614, 0.4739, 0.3595, 0.4677, 0.4252, 0.4961, 0.5592, 0.3677, 0.3766, 0.3061, 0.3075, 0.5053, 0.4883]
}



[3]
{
  "formula": "C19H17BrIrN3O4S3SbSe",
  "method": "ωB97M-V/def2-TZVPD",
  "max_force_ha_per_bohr": 0.0420,
  "e_homo_ev": -4.11,
  "de_lowest_ev": 0.4774,
  "charge": -1,
  "homo_lumo_gap_ev": 6.21,
  "species": ["Ir", "S", "Sb", "S", "S", "Br", "C", "C", "C", "C", "C", "C", "C", "C", "C", "C", "H", "H", "H", "H", "H", "H", "C", "C", "C", "N", "C", "C", "H", "H", "H", "H", "H", "C", "N", "C", "C", "N", "C", "H", "H", "H", "H", "H", "H", "O", "Se", "O", "O", "O"],
  "coordinates": [[-0.1012, 0.4272, -0.4086], [2.4206, -2.8149, 3.6633], [0.5045, -2.6342, 2.0394], [0.6888, -1.1960, 3.9019], [1.5442, -1.2893, 0.3641], [1.0358, 0.0758, -2.8427], [-0.4113, 0.9613, -3.7116], [-0.4850, 0.8570, -5.0672], [-1.4792, 1.5766, -5.7604], [-2.3281, 2.3873, -5.0665], [-2.2552, 2.4931, -3.6546], [-3.1178, 3.3677, -2.9559], [-2.9871, 3.5034, -1.6057], [-2.0429, 2.7322, -0.8932], [-1.2159, 1.8057, -1.4976], [-1.2926, 1.7386, -2.9268], [0.2220, 0.2391, -5.6041], [-1.5393, 1.5007, -6.8381], [-3.0780, 2.9742, -5.5841], [-3.8595, 3.9302, -3.5106], [-3.6197, 4.1970, -1.0627], [-1.9875, 2.8909, 0.1762], [3.2767, 3.5394, 1.0392], [2.8163, 2.5204, 1.8542], [1.8211, 1.6778, 1.3915], [1.2674, 1.8200, 0.1739], [1.7032, 2.8183, -0.6044], [2.6982, 3.6913, -0.2120], [4.0675, 4.2010, 1.3682], [3.2147, 2.3564, 2.8454], [1.4567, 0.8641, 2.0076], [1.2212, 2.9230, -1.5663], [3.0065, 4.4783, -0.8857], [-4.6609, 0.8185, 2.4394], [-3.2523, 1.0599, 2.1986], [-2.4030, 1.8653, 2.9219], [-1.1833, 1.7559, 2.3349], [-1.2831, 0.8943, 1.2704], [-2.5417, 0.5019, 1.2134], [-4.9207, 1.1555, 3.4395], [-4.8649, -0.2472, 2.3554], [-5.2735, 1.3484, 1.7102], [-2.7370, 2.4470, 3.7619], [-0.2570, 2.2262, 2.6064], [-2.9760, -0.1545, 0.4820], [-0.9417, -3.6163, -0.3896], [-1.8938, -2.3573, -0.0625], [-1.6165, -1.9291, 1.5236], [-1.4591, -1.0232, -1.0132], [-3.4661, -2.6210, -0.3026]],
  "mulliken_charge": [2.2603, -0.4504, 0.6271, -0.4701, -0.5373, -0.1440, 0.3087, -0.7270, -0.5659, -0.8521, 1.1847, -0.8700, -1.1748, 0.2871, -1.0600, 0.5869, 0.4001, 0.3840, 0.3505, 0.3308, 0.4012, 0.3653, -0.1052, -1.0130, -0.2780, -0.0523, 0.0202, -0.8962, 0.4010, 0.4454, 0.6517, 0.3819, 0.4103, -0.9266, 0.2565, -0.7489, -0.7700, 0.3003, -1.1926, 0.3231, 0.3653, 0.3097, 0.4521, 0.5649, 0.8832, -0.6949, 1.2482, -0.6244, -0.6432, -0.7034]
}